Entry from OMol25: a structure of composition C30H53AsIrN3O2P2Si in a non-equilibrium geometry (the ωB97M-V functional and the def2-TZVPD basis).

Results
net charge	+3
multiplicity	2
calculated total energy	-4801.17950	a.u.
lowest unoccupied orbital energy (spin up / spin down)	-8.45 / -10.41	eV
energy above the lowest of the compared OMol25 structures with the same formula, charge and spin	162.6	kJ/mol
gap between HOMO and LUMO (spin up / spin down)	0.2658 / 0.1939	Eh
⟨S²⟩	0.755

Atoms and positions in Å:
Ir1 0.186 -0.484 0.336
C1 0.083 0.149 -3.264
P1 1.062 0.278 -1.760
C2 2.698 -0.334 -2.288
C3 1.585 1.983 -1.519
C4 1.725 2.882 -2.571
C5 2.363 4.091 -2.342
C6 2.880 4.396 -1.086
C7 2.727 3.508 -0.034
C8 2.064 2.301 -0.258
P2 1.686 1.127 1.039
C9 3.253 0.528 1.716
C10 1.007 2.181 2.348
H1 0.737 0.406 -4.099
H2 -0.781 0.806 -3.235
H3 -0.244 -0.882 -3.400
H4 3.137 0.440 -2.920
H5 2.626 -1.235 -2.876
H6 3.361 -0.497 -1.439
H7 1.350 2.654 -3.560
H8 2.471 4.800 -3.152
H9 3.396 5.333 -0.926
H10 3.126 3.762 0.940
H11 3.839 1.378 2.070
H12 3.820 0.012 0.944
H13 3.080 -0.157 2.546
H14 1.382 3.192 2.201
H15 1.340 1.816 3.313
H16 -0.081 2.213 2.318
O1 -2.207 2.488 -2.004
C11 -2.024 1.945 -0.922
O2 -0.970 1.301 -0.592
C12 -3.099 2.162 0.152
N1 -4.253 2.861 -0.535
C13 -4.580 4.129 0.228
C14 -3.958 3.889 1.593
C15 -2.669 3.146 1.248
H17 -3.430 1.212 0.570
H18 -5.069 2.264 -0.637
H19 -3.870 3.058 -1.483
H20 -5.655 4.285 0.236
H21 -4.105 4.953 -0.299
H22 -4.612 3.259 2.201
H23 -3.792 4.819 2.132
H24 -2.237 2.625 2.100
H25 -1.924 3.839 0.852
C16 0.037 0.026 4.580
As1 -0.566 -0.857 2.959
C17 -0.178 -2.650 3.580
C18 -2.508 -0.598 3.182
C19 -3.101 -1.489 4.234
C20 -3.347 -1.007 5.516
C21 -3.922 -1.829 6.477
C22 -4.246 -3.140 6.167
C23 -3.999 -3.632 4.891
C24 -3.431 -2.808 3.932
H26 -0.444 -0.513 5.396
H27 -0.264 1.069 4.610
H28 1.116 -0.055 4.696
H29 -0.700 -2.803 4.522
H30 0.897 -2.720 3.749
H31 -0.480 -3.416 2.885
H32 -2.977 -0.749 2.213
H33 -2.610 0.454 3.457
H34 -3.102 0.019 5.766
H35 -4.123 -1.440 7.466
H36 -4.696 -3.779 6.915
H37 -4.249 -4.657 4.650
H38 -3.239 -3.194 2.935
C25 -4.649 -2.632 -1.274
N2 -3.614 -2.977 -0.280
C26 -3.705 -4.293 0.383
C27 -2.603 -2.188 -0.110
N3 -1.752 -1.419 0.097
H39 -5.564 -3.145 -0.987
H40 -4.353 -2.953 -2.271
H41 -4.833 -1.560 -1.258
H42 -4.561 -4.295 1.056
H43 -2.796 -4.492 0.941
H44 -3.835 -5.060 -0.378
C28 2.670 -2.819 0.770
Si1 1.117 -2.688 -0.245
C29 -0.161 -3.945 0.261
C30 1.451 -3.211 -2.002
H45 2.977 -3.864 0.646
H46 2.543 -2.637 1.837
H47 3.481 -2.194 0.401
H48 0.379 -4.890 0.382
H49 -0.880 -4.079 -0.548
H50 -0.702 -3.750 1.176
H51 1.170 -4.267 -2.049
H52 2.506 -3.156 -2.254
H53 0.870 -2.700 -2.769

Population analysis type Mulliken, resulting atomic charges in e: 2.001, -1.630, 1.116, -1.292, 0.432, -0.826, -0.782, -0.922, -1.020, 0.257, 1.402, -1.381, -0.752, 0.563, 0.369, 0.304, 0.588, 0.452, 0.256, 0.473, 0.489, 0.459, 0.538, 0.532, 0.373, 0.330, 0.707, 0.368, -0.501, -0.770, -0.086, -0.794, -0.141, 0.113, -0.675, -0.727, -0.153, 0.208, 0.388, 0.423, 0.399, 0.304, 0.300, 0.452, -0.265, 0.403, -1.511, 0.734, -1.494, -0.671, -0.280, -0.319, -0.780, -0.568, -0.723, 0.126, 0.504, 0.456, 0.447, 0.532, 0.567, 0.191, 0.383, 0.439, 0.470, 0.433, 0.432, 0.467, 0.349, -0.945, 0.139, -1.042, -0.126, -0.266, 0.360, 0.328, 0.314, 0.417, 0.334, 0.402, -1.137, 1.083, -0.726, -1.489, 0.519, 0.244, 0.376, 0.616, 0.447, -0.648, 0.519, 0.456, 0.358